C24H38N8O7P2SSiTi | ωB97M-V with the def2-TZVPD basis set

Its gap between HOMO and LUMO (spin up / spin down) is 0.1904 / 0.2601 Eh. Its expectation value of S² is 2.019. The largest force on an atom is 3.08 eV/Å. The value obtained for the energy above the lowest of the compared OMol25 structures with the same formula, charge and spin is 0.0 kJ/mol. Its multiplicity is 3. As for the net charge: -2.

Each line ends with the Löwdin spin population.
Element x y z (Å)
Ti: 9.6201 8.0178 9.9764  0.9691
N: 5.3828 6.3999 12.2979  0.0011
C: 6.7001 6.9457 12.1097  0.0110
S: 7.8770 6.0280 12.9319  0.0073
N: 6.8671 8.1273 11.5308  0.0355
N: 8.2102 8.5979 11.5109  0.2251
C: 8.5831 9.6100 12.3038  0.0955
C: 7.6078 10.1929 13.3422  0.0051
C: 7.5484 11.5691 13.3432  0.0107
C: 6.9096 12.1801 14.4263  0.0004
C: 6.3421 11.4145 15.4375  0.0052
C: 6.4054 10.0283 15.4035  0.0009
C: 7.0675 9.4206 14.3723  0.0045
C: 9.9111 10.0990 12.1308  0.1430
C: 10.5845 10.9032 13.1098  0.0171
C: 11.9332 11.0936 12.9651  0.0958
C: 12.5791 10.4257 11.8561  0.0895
C: 11.8526 9.7305 10.9444  0.0290
N: 10.5309 9.5978 11.0459  0.1469
H: 5.3483 5.4076 12.0492  0.0002
H: 4.6637 6.9200 11.7792  0.0004
H: 7.9178 12.1102 12.5071  0.0030
H: 6.8595 13.3078 14.4654  -0.0001
H: 5.8864 11.8970 16.2887  0.0005
H: 5.9408 9.3823 16.2076  0.0000
H: 7.1200 8.3140 14.3723  0.0000
H: 10.0411 11.3376 13.9437  -0.0017
H: 12.4714 11.7317 13.7015  0.0056
H: 13.6392 10.5640 11.6966  0.0051
H: 12.3003 9.2711 10.0907  -0.0002
O: 8.3411 4.0479 10.5215  0.0010
P: 8.8527 4.9886 9.3215  0.0036
O: 8.4911 4.5449 7.9769  0.0000
O: 8.4952 6.3995 9.7295  0.0197
O: 10.4375 4.8229 9.3283  0.0005
P: 11.3993 5.7404 8.3995  0.0012
O: 10.9136 5.3713 6.9364  0.0002
O: 12.7801 5.3918 8.7211  0.0002
O: 10.8863 7.1692 8.6471  0.0077
H: 8.1761 4.6390 11.2983  0.0002
H: 10.0225 4.9907 6.9666  0.0000
C: 5.7513 12.0901 8.5868  0.0008
Si: 6.5456 11.0110 7.2859  0.0087
C: 7.3175 12.2358 6.1155  0.0020
C: 5.2052 10.1183 6.2963  0.0009
C: 7.8213 9.9383 7.8862  0.0289
C: 8.6698 9.2360 8.4404  -0.0003
H: 4.9580 12.6941 8.0921  0.0001
H: 6.4978 12.6968 9.0909  0.0001
H: 5.1733 11.4261 9.2621  0.0001
H: 6.5976 12.9206 5.6076  0.0003
H: 7.9527 11.7837 5.3813  0.0001
H: 7.9102 12.8602 6.7872  0.0001
H: 4.4486 10.8071 5.9206  0.0001
H: 4.6376 9.4425 6.8681  0.0000
H: 5.6255 9.6381 5.3965  0.0000
N: 11.7494 6.8549 12.5032  0.0016
N: 10.6161 6.6414 11.5742  0.0126
H: 11.2126 7.3903 13.1917  0.0000
H: 12.3498 7.5699 12.1145  0.0012
H: 9.7832 6.6848 12.2121  0.0015
H: 10.6935 5.7189 11.2325  0.0009
C: 12.9529 9.5831 6.6686  0.0000
C: 12.3700 10.0931 5.3147  0.0000
N: 12.2019 11.5461 5.3736  0.0000
C: 13.4631 12.2308 5.6751  0.0000
C: 13.9416 11.6862 7.0875  0.0000
N: 13.0234 10.7002 7.5948  0.0002
C: 11.6427 11.2765 7.7366  -0.0002
C: 11.2111 11.8329 6.3756  0.0002
H: 13.9481 9.1640 6.5977  0.0000
H: 12.3574 8.7881 7.1077  0.0000
H: 11.3823 9.6799 5.1888  0.0000
H: 12.9697 9.8125 4.3995  0.0000
H: 13.1805 13.2888 5.7633  0.0000
H: 14.2478 12.1316 4.9799  0.0000
H: 13.9298 12.4992 7.8503  0.0001
H: 14.9484 11.3033 6.9917  0.0000
H: 11.5352 12.0586 8.4834  0.0001
H: 10.9610 10.5054 8.0830  -0.0004
H: 10.9892 12.9119 6.3406  0.0000
H: 10.2601 11.3474 6.0732  0.0002

Forces on atoms 1 to 3 (eV/Å):
0.136 -0.496 -0.665
0.001 0.887 -1.179
-0.379 1.600 -0.286

C24H39AuBF4N7SSe | ωB97M-V with the def2-TZVPD basis set

Its gap between HOMO and LUMO (spin up / spin down) is 0.3164 / 0.1661 Eh. Its expectation value of S² is 2.027. The largest force on an atom is 0.26 eV/Å. The value obtained for the energy above the lowest of the compared OMol25 structures with the same formula, charge and spin is 0.0 kJ/mol. Its multiplicity is 3. As for the net charge: +2.

Each line ends with the Löwdin spin population.
Element x y z (Å)
Au: 0.0752 0.6112 0.1845  0.3707
F: -0.2855 -1.9190 -0.2255  0.0030
B: -1.2423 -2.0922 -1.2965  -0.0004
F: -1.1527 -0.9085 -2.1023  0.0011
F: -2.5149 -2.1655 -0.7447  0.0001
F: -0.9037 -3.1958 -2.0378  0.0003
N: -1.7763 -1.0128 5.1831  0.0002
C: -0.8105 -0.4390 4.4418  0.0012
C: -0.9404 -0.2863 3.0447  0.0031
N: 0.0267 0.2750 2.3370  0.0376
C: 1.1378 0.6926 2.9676  0.0081
C: 1.2347 0.5458 4.3404  0.0028
N: 0.2808 -0.0037 5.0718  0.0008
H: -2.5770 -1.4543 4.7716  0.0000
H: -1.6096 -1.1336 6.1683  0.0001
H: -1.8092 -0.6583 2.5229  0.0008
H: 1.9258 1.1425 2.3833  0.0014
H: 2.1212 0.8878 4.8602  0.0005
C: -3.2099 2.8182 2.2557  0.0077
C: -4.4343 2.3845 1.4567  0.0020
C: -4.6579 0.8746 1.4704  0.0017
C: -3.6162 0.0840 0.6857  0.0026
N: -3.7437 0.3048 -0.7551  0.0372
C: -2.9929 1.1017 -1.5369  0.0283
Se: -1.4913 2.0805 -1.0649  0.6721
N: -3.4970 1.1035 -2.7913  0.0418
C: -3.0333 1.8676 -3.9604  0.0086
C: -3.9976 2.9977 -4.3046  0.0015
C: -4.0350 4.1144 -3.2634  0.0007
C: -2.7735 4.9702 -3.2475  0.0024
C: -4.5641 0.2420 -2.8242  0.0533
C: -5.3872 -0.1715 -3.8774  0.0028
C: -6.3633 -1.0804 -3.5603  0.0442
C: -6.5296 -1.5811 -2.2429  0.0404
C: -5.7242 -1.1844 -1.2082  0.0041
C: -4.7261 -0.2579 -1.5251  0.0537
H: -3.1245 3.9036 2.2897  0.0000
H: -2.2745 2.4325 1.8379  0.0063
H: -3.2766 2.4625 3.2863  0.0004
H: -4.3650 2.7420 0.4220  0.0015
H: -5.3194 2.8703 1.8689  0.0001
H: -5.6512 0.6301 1.0869  0.0001
H: -4.6336 0.5134 2.5026  0.0002
H: -3.6917 -0.9908 0.8358  0.0005
H: -2.6067 0.3855 0.9539  0.0010
H: -2.9345 1.1525 -4.7771  0.0012
H: -2.0375 2.2457 -3.7363  0.0072
H: -4.9962 2.5809 -4.4505  0.0002
H: -3.6912 3.4047 -5.2711  0.0001
H: -4.2292 3.6913 -2.2696  0.0004
H: -4.8937 4.7520 -3.4766  0.0001
H: -1.8798 4.3994 -2.9827  0.0019
H: -2.8618 5.7846 -2.5293  0.0001
H: -2.5985 5.4148 -4.2282  0.0001
H: -5.2631 0.1982 -4.8850  -0.0009
H: -7.0283 -1.4355 -4.3354  0.0016
H: -7.3108 -2.3059 -2.0602  0.0014
H: -5.8402 -1.5844 -0.2114  -0.0008
C: 3.2655 -3.3267 -3.5361  0.0017
C: 1.8855 -3.1181 -2.9308  0.0042
N: 1.8385 -1.9422 -2.0490  0.0386
C: 1.7388 -0.7027 -2.4636  0.0411
S: 1.8934 0.5970 -1.2690  0.4310
N: 1.6488 -0.3925 -3.7417  0.0051
C: 1.6510 0.9577 -4.3209  0.0082
C: 3.0487 1.4311 -4.6751  0.0006
H: 3.2508 -4.2076 -4.1761  0.0000
H: 4.0094 -3.4855 -2.7571  0.0000
H: 3.5874 -2.4785 -4.1428  0.0000
H: 1.5841 -3.9625 -2.3180  0.0003
H: 1.1012 -3.0161 -3.6850  0.0013
H: 1.7039 -2.0960 -1.0586  0.0001
H: 1.6279 -1.1649 -4.3929  -0.0001
H: 1.1706 1.6311 -3.6115  0.0070
H: 1.0135 0.9127 -5.2032  0.0008
H: 3.6831 1.4715 -3.7894  0.0002
H: 3.0045 2.4293 -5.1088  0.0000
H: 3.5135 0.7680 -5.4046  0.0003

Forces on atoms 1 to 3 (eV/Å):
0.185 -0.181 0.055
-0.131 -0.004 0.070
0.034 -0.018 -0.010

C24H39BBrN4O2PS | ωB97M-V with the def2-TZVPD basis set

Its gap between HOMO and LUMO is 0.2572 Eh. The largest force on an atom is 0.60 eV/Å.

Each line ends with the Mulliken charge.
Element x y z (Å)
C: -3.3999 0.5950 3.8753  -1.2667
C: -2.4812 0.7709 2.6638  0.0888
S: -0.7711 0.8768 3.2743  -0.2081
C: 0.1986 0.0390 1.9859  0.8737
B: 1.1785 1.0233 1.2594  0.6055
C: 2.3607 1.8391 1.8621  -0.8691
C: 2.5643 1.8499 3.3932  -0.6766
C: 2.3331 3.2183 4.0669  -0.7862
C: 1.0373 3.9220 3.7227  -0.1643
O: 1.1853 5.2981 4.0551  -0.4299
C: 0.0713 6.0861 3.6783  -0.7166
P: 0.8860 1.0785 -0.6592  -0.2667
O: 1.9023 2.2600 -1.2265  -0.3623
Br: -1.0414 2.2164 -0.6527  -0.2668
H: -4.4374 0.7882 3.6042  0.3956
H: -3.1198 1.3105 4.6515  0.3381
H: -3.3015 -0.4019 4.3030  0.2918
H: -2.7234 1.7157 2.1781  0.2777
H: -2.6081 -0.0442 1.9532  0.0822
H: 0.7006 -0.8390 2.4024  0.4510
H: -0.5210 -0.3527 1.2581  -1.3855
H: 3.2847 1.4768 1.3869  0.4594
H: 2.2651 2.8641 1.4798  0.5767
H: 1.9903 1.0642 3.8887  0.4054
H: 3.6115 1.6061 3.5865  0.3267
H: 3.1817 3.8588 3.8187  0.3105
H: 2.3590 3.0552 5.1462  0.3175
H: 0.7816 3.8391 2.6606  0.2762
H: 0.2209 3.5009 4.3178  0.2867
H: -0.7926 5.4688 3.4178  0.3068
H: -0.2043 6.7296 4.5151  0.2634
H: 0.3238 6.7134 2.8192  0.2488
H: 2.8052 2.1207 -0.9161  0.2733
C: -2.8239 -4.1788 1.3177  -0.7520
C: -3.0799 -4.3320 -0.0730  -0.4212
C: -2.4428 -3.3077 -0.7214  -0.7566
N: -1.8075 -2.5450 0.2228  0.4133
C: -2.0367 -3.0676 1.4695  -0.3054
H: -3.1712 -4.8165 2.1130  0.4456
H: -3.6548 -5.1119 -0.5431  0.4418
H: -2.3738 -3.0605 -1.7675  0.3974
H: -1.2587 -1.7279 0.0240  0.0065
H: -1.6160 -2.6118 2.3506  0.4394
C: -2.1821 -1.1293 -5.2047  -0.5032
C: -2.9747 -1.3874 -4.0527  -0.7001
C: -2.4617 -0.6313 -3.0308  -0.3771
N: -1.3914 0.0609 -3.5185  0.1972
C: -1.2116 -0.2319 -4.8405  -0.5547
H: -2.3084 -1.5555 -6.1858  0.4025
H: -3.8250 -2.0460 -3.9845  0.4553
H: -2.7681 -0.5235 -2.0035  0.5508
H: -0.8264 0.6798 -2.9652  0.0628
H: -0.4117 0.2161 -5.4056  0.4419
C: 4.4115 3.4767 -5.2000  -0.5210
C: 3.2664 3.5717 -6.0348  -0.3745
C: 2.1676 3.6015 -5.2158  -0.5510
N: 2.6032 3.5261 -3.9230  0.0898
C: 3.9674 3.4513 -3.9037  -0.3445
H: 5.4409 3.4336 -5.5144  0.3867
H: 3.2513 3.6142 -7.1109  0.3981
H: 1.1176 3.6701 -5.4448  0.3976
H: 2.0159 3.5115 -3.1080  0.1924
H: 4.5095 3.3904 -2.9750  0.3346
C: 0.3699 -7.8577 -1.0080  -0.4987
C: 0.5703 -7.8774 0.3989  -0.4959
C: 0.2673 -6.6265 0.8700  -0.4161
N: -0.1041 -5.8560 -0.1948  0.1255
C: -0.0477 -6.5957 -1.3416  -0.4054
H: 0.5128 -8.6754 -1.6946  0.3989
H: 0.8956 -8.7133 0.9954  0.3964
H: 0.2803 -6.2234 1.8681  0.3607
H: -0.3984 -4.8964 -0.1409  0.2133
H: -0.3109 -6.1653 -2.2927  0.3724

Forces on atoms 1 to 3 (eV/Å):
0.261 0.087 -0.029
-0.292 0.292 0.334
0.064 -0.070 0.100